This record from OMol25 describes the molecule C2H5NOS. The level of theory is ωB97M-V/def2-TZVPD.

Structure (XYZ):
```
10
Properties=species:S:1:pos:R:3:forces:R:3:nbo_charge:R:1
C -0.316 0.102 0.513 3.24 -0.29 1.58 -0.233
C 0.060 0.352 -0.943 2.55 0.72 4.78 -0.587
N 1.286 0.149 1.121 -3.62 1.38 -1.34 -0.858
O 2.715 0.010 -1.043 2.25 -1.24 -1.42 -0.949
S 1.832 0.909 -0.377 -3.14 -0.66 1.12 1.408
H -0.651 0.934 1.104 -0.87 0.37 -0.43 0.210
H -0.880 -0.807 0.756 0.42 0.18 0.00 0.206
H 0.138 -0.486 -1.504 0.65 -2.67 -1.66 0.220
H -0.541 1.020 -1.356 -2.38 3.20 -2.18 0.204
H 1.561 -0.783 1.317 0.89 -0.99 -0.44 0.378
```
Positions in Å, forces in eV/Å.

- HOMO energy (eV) = -9.06
- energy relative to the best compared isomer or geometry (same formula, charge and spin) (kcal/mol) = 77.68
- charge = 0
- multiplicity = 1
- orbital gap (eV) = 9.863
- E_LUMO (eV) = 0.80